Below is a molecular structure, C35H49BiF10N3S4SbSeSi3, with properties calculated with ωB97M-V/def2-TZVPD.

Last column: Mulliken charge in e.
Positions of all 107 atoms, in Å:
Bi -0.382 0.024 -0.062  1.1358
C 3.206 -0.127 -0.717  -0.3282
N 2.349 0.103 0.438  1.7252
C 2.492 1.456 0.980  -1.2034
C 1.842 2.522 0.138  -0.4927
N 0.386 2.390 0.215  0.4347
C -0.407 3.452 -0.020  -0.9160
C -1.817 3.399 0.281  0.0346
F -1.397 1.279 -1.652  -0.1758
C -2.652 4.469 0.038  0.7205
F -3.954 4.395 0.358  -0.3709
C -2.208 5.654 -0.506  0.5589
F -3.036 6.693 -0.718  -0.3686
C -0.866 5.752 -0.778  0.3762
F -0.391 6.883 -1.309  -0.3662
C -0.002 4.709 -0.534  0.2204
F 1.283 4.941 -0.902  -0.4419
C 2.581 -0.926 1.441  -0.0591
C 1.807 -0.643 2.702  -1.7029
N 0.408 -0.412 2.368  0.2775
C -0.402 0.119 3.302  0.3114
C -1.809 0.059 3.084  -0.7654
F -2.229 -0.647 2.029  -0.1611
C -2.763 0.628 3.887  0.3740
F -4.060 0.525 3.567  -0.3481
C -2.405 1.287 5.049  0.5890
F -3.326 1.875 5.837  -0.3623
C -1.071 1.301 5.371  0.1483
F -0.686 1.893 6.516  -0.3511
C -0.110 0.724 4.554  0.3585
F 1.155 0.763 5.044  -0.3854
H 4.272 -0.075 -0.435  0.2681
H 2.989 -1.120 -1.114  -0.3524
H 3.015 0.610 -1.498  -0.1291
H 1.997 1.487 1.949  0.1555
H 3.559 1.705 1.132  0.3483
H 2.189 3.471 0.547  0.5823
H 2.210 2.472 -0.890  -0.2427
H 2.256 -1.878 1.015  -0.4362
H 3.656 -1.012 1.675  0.3465
H 1.922 -1.541 3.327  0.5546
H 2.282 0.168 3.253  0.3636
S -2.472 1.994 1.127  -0.0734
S -4.120 1.434 -0.087  -0.1194
S -4.183 -0.552 0.287  -0.1507
S -2.577 -1.495 -0.610  -0.1795
C 2.532 -8.500 1.113  -1.5162
C 2.110 -7.113 0.679  0.8794
C 0.900 -6.561 1.084  -1.1094
C 0.475 -5.308 0.646  0.6225
C -0.836 -4.750 1.135  -1.3925
C 1.279 -4.568 -0.247  0.1517
Se 0.599 -2.922 -0.951  0.0805
C 2.533 -5.089 -0.621  0.7569
C 3.506 -4.330 -1.496  -1.0525
C 2.917 -6.352 -0.158  -0.9043
H 1.820 -8.921 1.828  0.3245
H 3.520 -8.490 1.583  0.3216
H 2.586 -9.179 0.257  0.3003
H 0.263 -7.125 1.763  0.2206
H -1.344 -5.465 1.789  0.3762
H -1.489 -4.493 0.297  0.2207
H -0.679 -3.815 1.682  0.0680
H 3.015 -3.476 -1.960  -0.6436
H 3.907 -4.974 -2.285  0.4538
H 4.349 -3.963 -0.902  0.3351
H 3.884 -6.750 -0.470  0.3528
C 1.276 -3.470 -4.558  -0.7049
Si 1.581 -1.632 -4.712  0.7781
C 3.363 -1.221 -4.266  -1.0360
C 1.573 -1.357 -6.583  -1.1406
Sb 0.058 -0.214 -3.093  -0.9539
Si -2.152 -0.829 -4.269  0.6068
C -2.005 -0.835 -6.145  -1.2850
C -2.584 -2.610 -3.934  -0.6963
C -3.521 0.342 -3.866  -0.5680
Si 0.461 2.094 -4.161  0.7228
C 2.074 2.879 -3.600  -1.1642
C -0.913 3.325 -3.951  -0.5591
C 0.766 1.953 -6.022  -1.1078
H 2.157 -4.038 -4.892  0.3645
H 0.420 -3.760 -5.185  0.3543
H 1.045 -3.750 -3.524  -0.0298
H 4.062 -1.730 -4.943  0.4788
H 3.608 -1.507 -3.237  0.1690
H 3.524 -0.138 -4.358  0.2331
H 2.230 -2.118 -7.027  0.3887
H 1.959 -0.370 -6.859  0.2966
H 0.580 -1.458 -7.034  0.2369
H -1.425 -1.703 -6.477  0.2149
H -1.547 0.065 -6.564  0.2657
H -3.019 -0.925 -6.562  0.4299
H -1.712 -3.243 -4.145  0.1011
H -3.412 -2.922 -4.587  0.3538
H -2.862 -2.773 -2.891  0.2401
H -3.304 1.340 -4.263  0.3005
H -3.645 0.438 -2.782  -0.2911
H -4.456 -0.023 -4.311  0.4679
H 1.959 3.470 -2.688  0.2827
H 2.423 3.551 -4.397  0.5309
H 2.854 2.125 -3.429  0.2400
H -1.066 3.562 -2.892  -0.2582
H -1.861 2.926 -4.330  0.2018
H -0.666 4.244 -4.498  0.4465
H 1.786 1.595 -6.210  0.2405
H 0.669 2.953 -6.472  0.4025
H 0.077 1.277 -6.536  0.1990

Output
- Total charge: -2
- Orbital gap: 6.050 eV
- LUMO level: 4.09 eV
- Energy above the lowest of the compared OMol25 structures with the same formula, charge and spin: 68.7 kJ/mol

Below is a molecular structure, C35H50BrClN5O3Os, with properties calculated with ωB97M-V/def2-TZVPD.

Last column: Mulliken charge in e.
Positions of all 96 atoms, in Å:
Os -0.131 0.162 -1.628  2.0276
C -3.318 7.285 -2.042  -1.5018
C -3.350 6.301 -3.236  1.8270
C -4.795 5.859 -3.477  -2.0587
C -2.828 7.035 -4.502  -1.4899
C -2.424 5.159 -2.962  -0.4055
C -2.859 3.803 -3.053  -0.4058
C -1.987 2.823 -2.730  -0.4633
Br -2.484 0.967 -2.829  -0.2233
C -0.648 3.067 -2.300  1.3928
O 0.082 2.053 -1.936  -1.1590
C -0.161 4.438 -2.306  -0.1016
C -1.072 5.410 -2.619  -0.2375
C 1.302 4.767 -2.015  1.6903
C 1.689 4.343 -0.583  -1.5677
C 1.554 6.272 -2.142  -2.1211
C 2.193 4.049 -3.053  -1.4715
H -4.001 8.107 -2.251  0.4647
H -2.329 7.711 -1.873  0.3595
H -3.645 6.791 -1.125  0.3822
H -5.417 6.737 -3.637  0.4199
H -5.202 5.323 -2.615  0.4746
H -4.889 5.234 -4.368  0.4304
H -3.507 7.858 -4.724  0.4587
H -2.805 6.362 -5.362  0.3944
H -1.829 7.447 -4.357  0.3647
H -3.866 3.563 -3.370  0.6289
H -0.743 6.438 -2.605  0.5740
H 1.095 4.885 0.156  0.3736
H 2.739 4.579 -0.415  0.4866
H 1.561 3.277 -0.417  0.2569
H 0.974 6.841 -1.413  0.4440
H 1.327 6.634 -3.147  0.4744
H 2.608 6.471 -1.952  0.4212
H 2.116 2.966 -2.982  0.1954
H 3.235 4.316 -2.877  0.4636
H 1.933 4.352 -4.069  0.3875
N -0.395 0.253 0.299  -1.2225
C -0.642 0.290 1.445  1.0130
N -0.908 0.299 2.688  0.1498
C 0.058 0.754 3.718  -0.3777
C -0.537 1.987 4.397  -0.6778
O -1.803 1.680 4.936  -0.3565
C -2.742 1.318 3.953  -0.5571
C -2.282 0.069 3.196  -0.5302
H 1.022 0.963 3.264  0.5043
H 0.161 -0.050 4.447  0.1904
H -0.611 2.807 3.670  0.3441
H 0.097 2.299 5.223  0.3834
H -2.903 2.142 3.245  0.3062
H -3.674 1.103 4.471  0.3718
H -2.955 -0.157 2.371  0.5200
H -2.239 -0.778 3.881  0.2587
C 2.285 -7.034 -1.125  -1.5015
C 1.657 -7.034 0.281  1.1974
C 0.563 -8.102 0.343  -1.7294
C 2.751 -7.386 1.297  -1.6875
C 1.068 -5.603 0.578  2.0228
O 2.059 -4.607 0.419  -0.6087
C 0.464 -5.540 2.002  -1.6558
C 0.087 -4.124 2.494  -1.0903
C 1.260 -3.250 2.868  0.3166
C 1.971 -3.492 4.041  -0.2623
C 3.052 -2.705 4.408  -0.9048
C 3.452 -1.655 3.591  0.1283
Cl 4.808 -0.691 4.016  -0.1812
C 2.744 -1.386 2.427  -1.4112
C 1.658 -2.174 2.084  0.6993
C -0.054 -5.266 -0.462  -1.9180
N 0.129 -3.968 -1.107  0.9704
C -0.492 -2.835 -0.855  0.1074
N 0.038 -1.874 -1.636  -0.5465
C 1.021 -2.539 -2.359  -0.1811
N 1.079 -3.794 -2.051  -0.7456
H 2.828 -7.968 -1.272  0.5260
H 2.985 -6.210 -1.261  0.2835
H 1.536 -6.980 -1.917  0.3234
H 0.986 -9.056 0.025  0.5099
H -0.278 -7.890 -0.322  0.3233
H 0.184 -8.249 1.355  0.3795
H 3.268 -8.285 0.962  0.4832
H 2.345 -7.614 2.282  0.4238
H 3.519 -6.613 1.406  0.3573
H 2.889 -4.922 0.792  0.5327
H 1.175 -5.958 2.713  0.4891
H -0.429 -6.168 2.021  0.6107
H -0.525 -4.268 3.388  0.6722
H -0.538 -3.619 1.749  -0.1504
H 1.668 -4.307 4.690  0.5235
H 3.589 -2.900 5.327  0.4893
H 3.061 -0.568 1.789  0.5285
H 1.129 -1.967 1.160  0.4082
H -1.033 -5.264 0.013  0.2283
H -0.051 -6.005 -1.257  0.5389
H -1.323 -2.713 -0.180  0.5490
H 1.656 -2.084 -3.104  0.4452

Output
- Spin multiplicity: 5
- Total charge: +3
- Orbital gap (spin up / spin down): 4.488 / 2.937 eV
- LUMO level (spin up / spin down): -10.47 / -12.02 eV

Below is 4 unconnected molecules or ions with the total composition C35H50ClF24NO5PS, with properties calculated with ωB97M-V/def2-TZVPD.

Last column: Mulliken charge in e.
Positions of all 118 atoms, in Å:
O 10.548 -3.590 -0.554  -0.5108
S 10.203 -3.832 -1.913  1.0498
O 11.123 -3.498 -2.946  -0.5195
Cl 9.674 -5.775 -2.140  -0.1885
C 8.658 -3.006 -2.225  -0.8025
C 8.729 -1.569 -1.705  -0.8625
C 7.846 -0.634 -2.535  -0.9577
C 6.399 -1.141 -2.688  -0.5726
P 5.183 0.159 -2.451  0.1146
C 3.526 -0.533 -2.514  -0.6887
C 2.511 0.155 -1.574  -0.0855
C 1.627 1.212 -2.231  -0.3330
C 1.040 0.838 -3.586  -1.4388
C 0.014 -0.303 -3.512  -0.0311
C -1.440 0.181 -3.446  -0.5310
C -2.428 -0.660 -4.258  -1.3405
C -3.203 -1.711 -3.440  -0.5362
C -2.902 -3.151 -3.848  -0.5094
C -3.777 -4.126 -3.054  -0.9045
C -3.188 -5.516 -2.796  -0.8868
C -2.549 -5.738 -1.404  -0.4755
N -2.031 -4.553 -0.761  0.3616
C -0.880 -3.881 -1.082  -0.9298
C -0.747 -2.791 -0.232  -0.0372
C -1.866 -2.793 0.637  -0.6093
C -2.619 -3.903 0.282  -1.3299
H 8.434 -3.044 -3.286  0.4490
H 7.903 -3.581 -1.696  0.5504
H 8.393 -1.539 -0.672  0.2888
H 9.747 -1.196 -1.694  0.5270
H 8.319 -0.539 -3.509  0.3798
H 7.888 0.362 -2.096  0.5086
H 6.158 -1.951 -2.004  0.4161
H 6.271 -1.537 -3.693  0.4851
H 5.441 0.703 -1.193  0.1723
H 5.402 1.082 -3.474  0.1831
H 3.206 -0.590 -3.550  0.4674
H 3.665 -1.561 -2.178  0.4825
H 3.079 0.658 -0.789  0.6085
H 1.942 -0.611 -1.060  -0.4475
H 2.121 2.181 -2.299  0.4402
H 0.784 1.361 -1.563  0.0426
H 0.517 1.721 -3.945  0.5807
H 1.802 0.648 -4.342  0.4033
H 0.234 -0.976 -2.685  -0.2083
H 0.121 -0.894 -4.422  0.5862
H -1.499 1.211 -3.790  0.6047
H -1.756 0.195 -2.404  0.1312
H -1.959 -1.122 -5.125  0.5341
H -3.168 0.030 -4.660  0.3557
H -2.994 -1.586 -2.378  0.2409
H -4.274 -1.563 -3.578  0.3924
H -3.136 -3.219 -4.910  0.4779
H -1.838 -3.364 -3.752  0.2585
H -4.103 -3.643 -2.136  0.3827
H -4.683 -4.267 -3.640  0.5331
H -3.997 -6.233 -2.908  0.4426
H -2.474 -5.748 -3.584  0.3312
H -1.741 -6.454 -1.513  0.3725
H -3.315 -6.175 -0.776  0.0297
H -0.231 -4.194 -1.877  0.4746
H 0.045 -2.064 -0.236  0.3855
H -2.109 -2.095 1.415  0.6550
H -3.531 -4.148 0.795  1.0016
C -5.118 -6.714 2.753  -0.9184
C -4.740 -5.428 3.505  0.8876
C -3.258 -5.171 3.777  0.4318
F -2.714 -6.134 4.548  -0.2488
F -3.127 -3.997 4.439  -0.2786
F -5.446 -5.345 4.648  -0.2886
F -5.140 -4.393 2.704  -0.2961
O -5.562 -7.821 3.507  -0.4359
C -4.689 -8.729 4.046  0.8327
C -4.736 -8.732 5.578  0.1883
F -4.460 -7.508 6.066  -0.2161
F -3.804 -9.595 6.036  -0.2533
F -3.438 -8.558 3.584  -0.2876
F -5.095 -9.953 3.647  -0.3022
H -5.992 -6.436 2.165  0.4549
H -4.347 -6.997 2.034  0.4738
H -2.694 -5.098 2.843  0.0579
H -5.724 -9.043 5.923  0.2466
C -1.923 3.983 2.463  -0.7923
C -1.070 4.711 1.412  0.9417
C -1.316 4.392 -0.065  -0.0126
F -1.077 3.091 -0.338  -0.1373
F -0.466 5.132 -0.812  -0.2735
F 0.240 4.565 1.708  -0.2846
F -1.362 6.039 1.540  -0.3206
O -1.348 2.861 3.106  -0.4045
C -1.412 1.610 2.563  0.8316
C -0.021 1.089 2.196  0.1383
F 0.601 1.929 1.341  -0.2132
F -0.148 -0.110 1.578  -0.1482
F -2.249 1.554 1.512  -0.2782
F -1.896 0.777 3.504  -0.3179
H -2.049 4.706 3.267  0.4197
H -2.925 3.769 2.090  0.3425
H -2.342 4.641 -0.348  0.2897
H 0.597 0.978 3.088  0.2222
C -0.729 11.107 4.048  -0.7543
C 0.650 11.728 3.783  0.8975
C 0.785 12.703 2.611  0.0885
F 0.491 12.108 1.437  -0.2138
F 2.066 13.132 2.552  -0.2650
F 1.578 10.752 3.684  -0.2676
F 0.950 12.460 4.893  -0.3260
O -0.974 9.799 3.563  -0.3655
C -1.425 9.566 2.294  0.7637
C -0.407 8.781 1.463  0.3183
F 0.770 9.437 1.395  -0.2352
F -0.883 8.640 0.204  -0.2681
F -1.810 10.696 1.679  -0.2842
F -2.520 8.778 2.401  -0.2809
H -0.771 10.991 5.129  0.3980
H -1.536 11.793 3.786  0.3249
H 0.132 13.568 2.753  0.2910
H -0.234 7.805 1.897  0.1639

Output
- Total charge: +1
- Orbital gap: 7.087 eV
- LUMO level: -3.10 eV

Below is 4 unconnected molecules or ions with the total composition C35H50N4O17S4, with properties calculated with ωB97M-V/def2-TZVPD.

Last column: Mulliken charge in e.
Positions of all 110 atoms, in Å:
C 1.060 -3.303 -0.656  -0.9807
C 1.547 -2.107 -0.053  0.0864
C 2.261 -0.867 0.747  1.2323
C 3.882 -0.841 0.986  0.4777
C 4.966 -1.968 0.495  -0.1210
C 4.774 -2.499 -1.044  -0.8656
C 4.446 -1.335 -2.150  -0.2993
C 3.590 -2.092 -3.371  -0.1814
C 2.537 -1.057 -4.134  -0.7936
N 1.272 -0.796 -3.340  -0.2500
C 4.470 0.458 1.861  -0.0440
C 6.076 0.637 2.249  -0.9389
C 6.308 -0.048 3.729  -0.2626
O 7.361 -1.096 3.748  -0.3705
C 6.888 -2.026 4.827  0.4870
O 6.801 -1.599 6.117  -0.5327
C 6.407 -3.577 4.541  -0.2986
C 4.773 -3.745 4.343  -0.6942
C 3.474 1.666 2.449  -0.6108
C 1.860 1.635 2.163  -0.0787
C 1.314 0.350 1.305  -0.1600
C -0.296 0.644 1.202  0.2503
O -1.141 -0.022 0.373  -0.5917
N -0.589 1.804 2.155  0.1898
C -1.775 2.672 1.685  -0.5138
C -3.133 1.833 2.185  -0.4659
C -4.440 2.828 2.205  -0.2052
C -5.467 2.276 1.030  -0.7323
C -6.613 1.371 1.807  -0.5292
C -6.846 0.003 0.892  -0.5774
C -8.280 -0.648 1.444  -0.5447
S -8.825 -1.883 0.131  -0.1289
C -9.407 -3.486 0.923  0.3256
N -10.768 -4.150 0.699  -0.2021
N -10.858 -5.345 1.435  -0.2642
C -9.532 -5.546 2.183  0.0095
O -8.654 -4.392 1.853  -0.2573
C 0.634 2.631 2.602  0.2075
O 0.646 3.820 3.225  -0.6117
H 0.674 -4.373 -1.018  0.3157
H 4.851 -2.917 1.203  -0.0166
H 6.099 -1.637 0.602  0.0911
H 4.012 -3.389 -1.014  0.3432
H 5.820 -2.977 -1.362  0.4074
H 5.429 -0.890 -2.661  0.2538
H 3.750 -0.471 -1.776  0.2379
H 4.301 -2.664 -4.120  0.3379
H 2.890 -2.881 -2.813  0.1362
H 2.193 -1.630 -5.122  0.2202
H 3.033 -0.061 -4.494  0.1172
H 0.833 -1.669 -2.975  0.1655
H 1.414 -0.073 -2.599  0.1695
H 6.807 0.257 1.419  0.3711
H 6.275 1.807 2.364  0.3813
H 5.296 -0.605 4.025  0.2595
H 6.508 0.756 4.577  0.2598
H 6.957 -3.984 3.578  0.2709
H 6.723 -4.222 5.465  0.3211
H 4.525 -4.884 4.443  0.3211
H 4.415 -3.362 3.293  0.0478
H 4.158 -3.157 5.169  0.2762
H 3.913 2.585 3.072  0.2849
H -1.770 2.734 0.493  0.1572
H -1.737 3.766 2.155  0.3840
H -2.867 1.469 3.289  0.3063
H -3.303 0.863 1.550  0.1859
H -4.078 3.925 2.008  0.2092
H -4.919 2.732 3.282  0.2281
H -4.940 1.601 0.229  0.3739
H -5.976 3.228 0.522  0.3092
H -7.598 2.005 1.795  0.2519
H -6.313 1.080 2.905  0.3234
H -7.003 0.256 -0.249  0.3731
H -6.002 -0.806 1.068  0.2075
H -9.084 0.201 1.597  0.3382
H -8.128 -1.217 2.468  0.3512
H -9.359 -6.466 2.885  0.3302
O -4.973 5.318 3.292  -0.3730
S -5.071 6.712 3.665  0.9713
O -6.239 7.518 3.398  -0.5731
O -3.761 7.487 3.080  -0.3177
C -3.046 8.091 4.157  -0.3165
C -3.336 7.223 5.378  -0.3126
O -4.704 6.842 5.249  -0.3321
H -3.433 9.106 4.295  0.2822
H -1.978 8.138 3.927  0.3206
H -3.171 7.756 6.317  0.3203
H -2.729 6.311 5.366  0.2584
O 6.652 -1.973 -5.191  -0.4802
S 6.723 -1.567 -6.577  1.0658
O 7.657 -2.140 -7.518  -0.5629
O 6.867 0.056 -6.626  -0.3159
C 5.780 0.608 -7.367  -0.3604
C 4.624 -0.373 -7.186  0.3033
O 5.224 -1.666 -7.212  -0.2984
H 6.081 0.672 -8.417  0.2888
H 5.535 1.607 -6.997  0.3217
H 3.872 -0.280 -7.974  0.3633
H 4.145 -0.242 -6.210  -0.2926
O -2.553 -3.863 -6.890  -0.5395
S -2.303 -2.449 -6.720  1.0547
O -1.750 -1.617 -7.763  -0.5407
O -1.412 -2.249 -5.369  -0.2374
C -2.113 -1.404 -4.458  -0.2470
C -3.594 -1.621 -4.758  -0.3280
O -3.673 -1.752 -6.175  -0.3104
H -1.818 -0.369 -4.658  0.2242
H -1.858 -1.661 -3.427  0.2784
H -4.215 -0.791 -4.412  0.3138
H -3.953 -2.554 -4.312  0.3104

Output
- Orbital gap: 6.940 eV
- LUMO level: -1.90 eV

| no. | F_max (eV/A) |
| --- | --- |
| 1 | 1.4 |
| 2 | 1.1 |
| 3 | 1.6 |
| 4 | 9.8 |